Record 1
Entry from OMol25: a cluster of 13 separate species, C45H45F10N3O30 in total in a non-equilibrium geometry (the ωB97M-V functional and the def2-TZVPD basis).

Geometry as XYZ:
```
133
Properties=species:S:1:pos:R:3:lowdin_charge:R:1
N -1.987 5.631 3.487 0.065
C -1.376 5.410 2.294 -0.168
C -0.737 4.256 1.944 -0.060
C -0.845 3.180 2.849 -0.074
C -1.534 3.323 3.997 -0.093
C -2.139 4.561 4.269 -0.151
H -1.144 6.294 1.694 0.106
H -0.215 4.147 0.990 0.109
H -0.423 2.221 2.591 0.067
H -1.688 2.510 4.678 0.103
H -2.590 4.741 5.202 0.088
N -0.030 0.383 1.669 0.090
C -0.548 0.694 0.528 -0.181
C -0.289 0.090 -0.688 -0.030
C 0.638 -0.970 -0.679 -0.043
C 1.185 -1.331 0.512 -0.058
C 0.825 -0.617 1.643 -0.117
H -1.231 1.506 0.525 0.076
H -0.674 0.467 -1.635 0.098
H 0.854 -1.396 -1.630 0.104
H 1.991 -2.066 0.555 0.105
H 1.301 -0.847 2.564 0.084
N -3.433 -3.018 5.315 0.059
C -3.159 -2.048 4.438 -0.156
C -1.889 -1.554 4.153 -0.069
C -0.796 -2.065 4.819 -0.071
C -1.023 -3.046 5.747 -0.060
C -2.340 -3.467 5.947 -0.157
H -4.045 -1.629 3.941 0.088
H -1.771 -0.802 3.383 0.069
H 0.181 -1.681 4.631 0.075
H -0.231 -3.505 6.343 0.106
H -2.539 -4.102 6.806 0.100
C -1.696 -2.171 -5.426 -0.023
C -1.948 -1.065 -6.499 -0.267
O -1.033 -0.058 -6.100 0.127
C -0.513 -0.386 -4.881 -0.540
O 0.281 0.364 -4.284 0.107
O -0.948 -1.511 -4.406 0.101
F -3.237 -0.640 -6.459 0.057
H -1.100 -2.964 -5.839 0.108
H -2.608 -2.561 -5.006 0.140
H -1.775 -1.337 -7.563 0.181
C -0.499 3.348 -3.264 -0.125
C 0.354 3.448 -4.491 -0.231
O 1.651 3.176 -4.004 0.144
C 1.643 3.088 -2.658 -0.518
O 2.554 3.009 -1.904 0.177
O 0.372 3.127 -2.240 0.087
F 0.438 4.759 -5.030 0.022
H -1.266 2.609 -3.281 0.118
H -1.057 4.260 -3.195 0.138
H 0.145 2.787 -5.306 0.150
C 3.007 2.187 0.978 -0.060
C 4.324 2.446 0.147 -0.302
O 5.299 1.816 0.996 0.172
C 4.724 1.206 1.966 -0.607
O 5.354 0.650 2.853 0.129
O 3.399 1.307 1.978 0.073
F 4.586 3.733 0.144 0.110
H 2.122 1.820 0.406 0.128
H 2.756 3.201 1.317 0.142
H 4.391 2.014 -0.858 0.152
C -5.598 1.105 3.217 -0.015
C -4.260 1.762 3.020 -0.252
O -4.284 2.041 1.643 0.113
C -5.503 1.981 1.102 -0.564
O -5.871 2.282 0.018 0.181
O -6.351 1.437 2.018 0.082
F -3.177 0.924 3.249 0.044
H -6.104 1.391 4.124 0.138
H -5.479 0.007 3.190 0.137
H -4.073 2.706 3.530 0.157
C -5.097 4.459 -1.699 -0.029
C -4.590 5.134 -0.359 -0.263
O -3.438 4.381 -0.016 0.126
C -3.184 3.479 -0.988 -0.541
O -2.167 2.782 -0.984 0.101
O -4.065 3.523 -1.942 0.095
F -5.568 5.076 0.573 0.078
H -5.179 5.194 -2.488 0.130
H -6.104 4.002 -1.553 0.140
H -4.305 6.162 -0.497 0.161
C 3.232 -0.970 4.554 0.002
C 4.448 -0.974 5.405 -0.403
O 4.400 -2.101 6.078 0.143
C 3.070 -2.605 6.133 -0.572
O 2.735 -3.453 6.857 0.205
O 2.402 -2.021 5.216 0.086
F 4.461 0.093 6.291 0.050
H 3.435 -1.238 3.524 0.120
H 2.658 -0.039 4.572 0.148
H 5.331 -0.868 4.786 0.154
C 3.230 -1.084 -4.249 -0.075
C 4.030 -0.522 -5.437 -0.244
O 3.190 -0.672 -6.519 0.137
C 2.097 -1.420 -6.167 -0.501
O 1.269 -1.832 -6.907 0.194
O 2.132 -1.670 -4.830 0.062
F 5.127 -1.362 -5.765 0.019
H 2.958 -0.360 -3.502 0.132
H 3.869 -1.852 -3.843 0.134
H 4.333 0.530 -5.445 0.173
C 0.411 -5.883 -1.456 -0.004
C 0.905 -4.464 -1.413 -0.238
O 0.561 -3.935 -2.670 0.138
C 0.006 -4.859 -3.454 -0.553
O -0.311 -4.657 -4.608 0.146
O -0.183 -5.970 -2.778 0.107
F 2.321 -4.489 -1.275 0.012
H -0.309 -6.165 -0.735 0.130
H 1.220 -6.613 -1.389 0.145
H 0.484 -3.841 -0.633 0.132
C -3.297 -0.916 -1.631 -0.047
C -3.600 -0.363 -0.183 -0.179
O -2.752 -1.243 0.613 0.118
C -2.318 -2.252 -0.142 -0.612
O -1.640 -3.115 0.290 0.174
O -2.716 -2.160 -1.403 0.088
F -4.943 -0.590 0.120 0.060
H -2.568 -0.298 -2.126 0.107
H -4.195 -1.073 -2.241 0.151
H -3.298 0.641 -0.009 0.118
C 5.670 -3.736 -0.637 -0.051
C 5.775 -3.400 0.862 -0.259
O 4.764 -2.446 0.991 0.089
C 4.571 -1.781 -0.244 -0.478
O 3.878 -0.831 -0.391 0.181
O 5.156 -2.539 -1.196 0.068
F 7.001 -2.761 1.133 0.027
H 4.997 -4.574 -0.887 0.139
H 6.690 -3.863 -1.021 0.146
H 5.690 -4.166 1.633 0.171
```

Computed properties:
Charge: 0
Molar mass in g/mol: 1297.83
LUMO energy in Ha: -0.1807
E in a.u.: -5162.0402
HOMO-LUMO gap in eV: 4.35



Record 2
Entry from OMol25: the ion C5H8NO4S with charge -1 in a non-equilibrium geometry (the ωB97M-V functional and the def2-TZVPD basis).

Geometry as XYZ:
```
19
Properties=species:S:1:pos:R:3:mulliken_spin:R:1
C -0.573 -0.918 0.976 0.717
C 0.870 -1.173 0.396 0.090
C -1.054 1.480 0.559 0.084
C -1.048 -0.139 -1.527 0.042
C -1.362 -0.003 0.053 0.114
N 1.192 -2.260 -0.177 0.052
O 2.193 0.709 1.767 0.013
O -0.935 -1.278 2.076 0.820
O 3.308 -0.472 -0.055 0.029
O 1.507 1.208 -0.552 0.009
S 2.085 0.247 0.383 0.041
H -1.733 2.190 -0.198 0.010
H -0.017 1.664 0.358 -0.012
H -1.402 1.420 1.614 -0.006
H -1.171 -1.171 -2.019 -0.006
H 0.032 0.188 -1.419 -0.009
H -1.735 0.598 -1.965 0.007
H -2.340 -0.182 0.142 -0.008
H 2.182 -2.107 -0.413 0.013
```

Computed properties:
Charge: -1
Molar mass in g/mol: 178.19
LUMO energy (alpha / beta) in Ha: 0.1408 / 0.0330
E in a.u.: -949.1106
Spin multiplicity: 3
HOMO-LUMO gap (alpha / beta) in eV: 6.17 / 6.86
<S²>: 2.008



Record 3
Entry from OMol25: a cluster of 2 separate species, C2H2BrIO in total in a non-equilibrium geometry (the ωB97M-V functional and the def2-TZVPD basis).

Geometry as XYZ:
```
7
Properties=species:S:1:pos:R:3:nbo_charge:R:1
C -1.325 -2.081 0.670 0.440
C 0.215 -0.349 0.120 -0.553
O -1.153 -3.208 0.707 -0.486
Br 1.578 -0.405 1.415 0.085
I -3.040 -0.974 1.256 0.072
H -0.370 0.634 0.188 0.219
H 0.542 -0.622 -0.966 0.224
```

Computed properties:
Charge: 0
Molar mass in g/mol: 248.85
Relative energy (zero: lowest compared OMol25 entry of this formula, charge and spin) in kJ/mol: 244.5
LUMO energy (alpha / beta) in Ha: -0.0362 / -0.0431
E in a.u.: -3024.2473
HOMO-LUMO gap (alpha / beta) in eV: 7.51 / 7.44



Record 4
Entry from OMol25: a structure of composition C22H38N2O3 in a non-equilibrium geometry (the ωB97M-V functional and the def2-TZVPD basis).

Geometry as XYZ:
```
65
Properties=species:S:1:pos:R:3:nbo_charge:R:1
C 0.392 1.147 7.806 -0.242
O 0.855 1.988 6.623 -0.603
C 2.127 1.475 6.011 -0.091
C 2.480 2.466 5.010 -0.426
H 2.607 3.582 5.465 0.244
C 1.374 2.666 4.060 -0.368
C 0.957 1.315 3.328 -0.281
C -0.192 0.935 3.622 -0.382
H -0.150 0.657 4.716 0.215
C -0.621 -0.416 2.780 -0.217
N -0.440 -0.117 1.451 -0.472
C -1.712 -0.027 0.837 0.688
O -2.991 -0.440 1.290 -0.670
C -1.814 0.264 -0.697 -0.379
C -1.427 -0.699 -1.609 -0.165
N -1.536 -0.552 -2.873 -0.522
C -2.595 0.353 -3.498 0.691
O -2.564 0.544 -4.626 -0.565
C -3.231 1.140 -2.657 -0.503
C -3.293 0.537 -1.027 -0.340
H -3.726 1.515 -0.415 0.212
H -3.852 -0.377 -0.818 0.236
H -4.234 1.025 -2.936 0.238
H -2.975 2.018 -2.471 0.226
C -0.374 -0.926 -3.988 -0.016
C -0.860 -2.645 -4.050 -0.300
C 0.011 -3.422 -4.684 -0.521
H -0.115 -4.404 -5.053 0.254
C 0.777 -2.857 -5.800 -0.361
H 1.096 -3.630 -6.611 0.195
C 2.153 -1.904 -5.595 -0.399
H 2.574 -1.553 -6.487 0.214
C 1.753 -0.654 -4.870 -0.328
C 0.764 -0.733 -3.550 -0.490
H 1.268 -1.527 -2.895 0.211
H 1.086 0.083 -3.082 0.235
H 1.220 0.203 -5.603 0.190
H 2.646 -0.391 -4.501 0.193
H 2.756 -2.543 -4.921 0.195
H 0.201 -2.259 -6.305 0.177
H 0.883 -3.874 -4.014 0.177
H -0.927 -3.223 -2.757 0.167
H -1.867 -2.742 -4.365 0.207
H -0.953 -0.665 -4.808 0.267
H -0.318 -1.029 -1.279 0.189
H -2.161 -1.712 -1.528 0.152
H -1.394 1.161 -0.897 0.206
C 0.439 0.411 0.810 -0.196
H 0.652 0.742 -0.218 0.272
C 1.062 1.701 1.818 -0.387
H 1.989 2.131 1.261 0.219
H 0.271 2.521 1.480 0.180
H 1.435 -0.273 0.849 0.146
H -1.648 -0.926 3.075 0.289
H 0.097 -1.322 2.883 0.184
H -0.972 1.328 3.522 0.203
H 1.839 0.758 3.324 0.217
H 0.575 3.057 4.553 0.222
H 1.935 3.398 3.275 0.202
H 3.348 1.726 4.573 0.210
H 2.785 1.500 6.856 0.189
H 1.837 0.403 5.762 0.181
H 0.179 0.269 7.431 0.164
H -0.516 1.673 8.376 0.192
H 1.033 1.154 8.637 0.176
```

Computed properties:
Charge: 0
Molar mass in g/mol: 378.56
Relative energy (zero: lowest compared OMol25 entry of this formula, charge and spin) in kJ/mol: 2402.9
LUMO energy in Ha: 0.0185
E in a.u.: -1195.4525
HOMO-LUMO gap in eV: 8.30



Record 5
Entry from OMol25: a structure of composition C38H34BrCrN6O3Si (the ωB97M-V functional and the def2-TZVPD basis).

Geometry as XYZ:
```
84
Properties=species:S:1:pos:R:3:mulliken_spin:R:1
Cr 0.216 -0.333 -0.047 2.954
O -0.151 -4.385 0.380 0.022
C -0.098 -3.210 0.030 -0.024
N 0.469 -2.153 0.641 -0.094
C 1.200 -2.280 1.834 0.005
C 1.553 -3.486 2.444 0.000
C 2.240 -3.489 3.645 0.002
C 2.553 -2.289 4.258 -0.002
C 2.220 -1.085 3.660 0.004
C 1.568 -1.053 2.422 0.071
N 1.144 0.114 1.742 -0.081
C 1.627 1.307 2.192 -0.005
O 2.666 1.463 2.827 0.010
C 0.811 2.568 1.978 0.012
C 1.407 3.774 2.355 0.002
C 0.669 4.940 2.291 0.000
C -0.650 4.864 1.867 0.001
C -1.157 3.624 1.517 0.005
N -0.449 2.496 1.566 0.013
C -0.755 -2.831 -1.258 0.042
C -1.243 -3.839 -2.081 0.003
C -1.875 -3.503 -3.260 0.003
C -2.007 -2.152 -3.561 0.000
C -1.487 -1.216 -2.693 0.023
N -0.853 -1.531 -1.556 -0.045
H 1.272 -4.411 1.974 0.001
H 2.513 -4.432 4.102 0.000
H 3.070 -2.281 5.210 0.000
H 2.477 -0.168 4.159 0.000
H 2.430 3.753 2.701 0.000
H 1.103 5.888 2.582 0.000
H -1.281 5.742 1.823 0.000
H -2.186 3.530 1.186 0.001
H -1.102 -4.855 -1.744 0.000
H -2.255 -4.265 -3.927 0.000
H -2.501 -1.822 -4.464 0.000
H -1.576 -0.165 -2.924 -0.005
C 0.836 1.666 -4.003 0.002
Si 0.445 2.087 -2.224 0.013
C 1.143 3.747 -1.727 0.002
C 3.275 1.685 -0.562 0.013
N -0.596 1.271 -1.267 0.036
C -1.961 1.396 -1.075 -0.045
C -2.777 2.220 -1.859 -0.006
C -4.136 2.343 -1.622 -0.002
C -4.717 1.645 -0.577 0.004
C -3.936 0.815 0.215 0.000
C -2.584 0.675 -0.041 0.054
O -1.743 -0.105 0.749 -0.015
C -2.271 -1.156 1.509 -0.002
C -3.092 -2.117 0.939 0.002
C -3.524 -3.179 1.715 0.001
C -3.139 -3.276 3.045 0.000
C -2.309 -2.313 3.598 0.001
C -1.873 -1.243 2.831 0.004
H 1.875 1.891 -4.250 0.000
H 0.207 2.257 -4.677 0.000
H 0.666 0.614 -4.228 -0.001
H 2.071 3.974 -2.252 0.000
H 1.323 3.804 -0.653 -0.001
H 0.412 4.524 -1.976 0.000
H 4.083 2.031 0.085 -0.002
H 3.457 2.045 -1.580 -0.001
H 2.335 2.096 -0.192 0.014
H -2.312 2.774 -2.671 0.000
H -4.736 2.984 -2.255 0.000
H -5.772 1.749 -0.364 0.000
H -4.384 0.271 1.036 0.000
H -3.378 -2.039 -0.103 -0.001
H -4.151 -3.942 1.272 0.000
H -3.480 -4.110 3.644 0.000
H -1.990 -2.393 4.628 0.000
H -1.208 -0.489 3.232 0.003
Br 2.815 -1.431 -4.967 0.001
C 3.027 -0.876 -3.158 0.041
C 4.329 -0.809 -2.552 -0.018
C 4.408 -0.391 -1.286 0.028
C 3.204 0.147 -0.552 0.021
N 1.906 -0.305 -1.104 -0.067
C 1.916 -0.705 -2.398 0.016
H 5.192 -1.152 -3.108 -0.001
H 5.346 -0.376 -0.745 0.000
H 3.256 -0.180 0.488 -0.009
H 0.957 -0.953 -2.829 -0.006
```

Computed properties:
Charge: 0
Molar mass in g/mol: 782.72
Relative energy (zero: lowest compared OMol25 entry of this formula, charge and spin) in kJ/mol: 262.1
LUMO energy (alpha / beta) in Ha: -0.0180 / -0.0174
E in a.u.: -5930.7907
Spin multiplicity: 4
HOMO-LUMO gap (alpha / beta) in eV: 6.23 / 6.30
<S²>: 3.781



Record 6
Entry from OMol25: the molecule C4H5NO2 (the ωB97M-V functional and the def2-TZVPD basis).

Geometry as XYZ:
```
12
Properties=species:S:1:pos:R:3:nbo_charge:R:1
C -0.295 -2.097 -0.531 -0.275
O -1.300 -1.338 -1.201 -0.362
N -1.589 -0.073 -0.711 -0.121
C -0.658 0.680 -0.453 0.411
C 0.321 1.554 -0.343 -0.488
C 0.836 2.010 0.957 0.401
O 0.323 1.743 2.021 -0.513
H 0.415 -1.484 0.037 0.189
H -0.796 -2.801 0.136 0.190
H 0.242 -2.637 -1.315 0.200
H 0.725 1.957 -1.268 0.250
H 1.735 2.654 0.893 0.118
```

Computed properties:
Charge: 0
Molar mass in g/mol: 99.09
Relative energy (zero: lowest compared OMol25 entry of this formula, charge and spin) in kJ/mol: 419.0
LUMO energy in Ha: -0.0096
E in a.u.: -360.5098
HOMO-LUMO gap in eV: 9.70
Structure (SMILES): CON=C=CC=O